ORCA calculation (ωB97M-V with the def2-TZVPD basis set) on one molecule with the formula C19H24N4O3.

Geometry as XYZ:
```
50
C19H24N4O3 | the Open Molecules 2025 dataset | ωB97M-V with the def2-TZVPD basis set
O 2.643 -3.493 2.248
O 3.448 -1.842 -0.849
O -0.213 3.195 2.118
N 2.146 -1.010 0.792
N 2.779 -5.358 3.694
N 3.519 -5.342 1.455
N 0.493 2.153 0.248
C -0.755 4.255 0.049
C -0.895 -0.446 0.587
C 1.163 -1.111 1.885
C -1.841 1.674 -2.381
C 2.879 -1.993 0.226
C -2.345 -0.512 -3.521
C 0.174 0.009 1.570
C 1.114 1.074 0.977
C 3.016 -3.285 0.921
C 2.960 -4.785 2.585
C 3.556 -4.407 0.441
C 2.054 0.264 0.091
C -3.760 0.444 -1.667
C -2.104 2.678 -1.457
C -2.654 0.550 -2.502
C -3.214 2.545 -0.626
C -4.037 1.436 -0.736
C -0.162 3.149 0.902
C -1.211 3.893 -1.368
H 1.636 0.116 -0.911
H -4.896 1.339 -0.085
H 0.689 -2.089 1.894
H 3.964 -4.599 -0.535
H 3.038 0.717 -0.028
H 1.650 -0.961 2.852
H 1.681 1.515 1.799
H -1.735 4.761 -1.777
H -1.577 4.664 0.635
H -2.788 -1.467 -3.242
H -0.292 0.390 2.478
H -0.003 5.046 -0.014
H -3.436 3.309 0.110
H -0.457 -0.874 -0.320
H 3.855 -6.286 1.427
H 2.351 -4.732 4.366
H -1.541 0.381 0.293
H -1.270 -0.652 -3.632
H -0.344 3.744 -2.018
H 0.368 2.049 -0.745
H -0.974 1.768 -3.029
H -2.742 -0.236 -4.501
H -4.403 -0.425 -1.738
H -1.527 -1.212 1.040
```

Results
- Max |F|: 0.14 eV/A
- Highest occupied orbital energy: -8.25 eV
- LUMO level: 0.60 eV
- Frontier orbital gap: 8.9 eV
- Total charge: 0
- Multiplicity: 1

***

ORCA calculation (ωB97M-V with the def2-TZVPD basis set) on one molecule with the formula C19H24N8O3.

Geometry as XYZ:
```
54
C19H24N8O3 | the Open Molecules 2025 dataset | ωB97M-V with the def2-TZVPD basis set
O 8.667 -1.468 0.849
O -8.496 1.025 -0.683
O -1.302 0.746 -1.330
N -4.717 0.678 1.625
N -7.192 0.933 -0.954
N -3.450 0.624 1.555
N -5.215 0.798 0.378
N -8.734 1.048 0.652
N 0.541 0.410 0.899
N -7.327 1.015 2.562
N -0.817 0.606 0.905
C -3.748 -1.542 -2.292
C 6.449 -1.841 -0.107
C 0.952 2.337 -0.596
C -1.649 0.695 -0.160
C -4.368 0.901 -1.995
C 5.436 -0.247 1.915
C 3.091 -0.493 1.037
C -7.567 0.973 1.246
C -3.063 0.707 0.258
C 4.561 -0.795 0.983
C 1.327 1.137 0.216
C 7.314 -1.290 0.830
C -4.771 -0.455 -2.598
C 9.251 -2.270 -0.147
C 6.791 -0.489 1.845
C 5.089 -1.588 -0.023
C -6.573 0.897 0.192
C -4.201 0.818 -0.531
C 2.781 0.779 0.242
H -6.384 0.813 2.861
H -2.750 -1.208 -2.566
H 4.429 -2.025 -0.758
H 3.339 1.621 0.664
H 2.517 -1.317 0.614
H -8.101 0.940 3.196
H -3.411 1.210 -2.418
H 9.082 -1.858 -1.147
H 6.816 -2.468 -0.905
H -4.853 -0.325 -3.678
H -3.980 -2.447 -2.848
H 7.473 -0.069 2.568
H -1.246 0.366 1.792
H 3.119 0.658 -0.791
H 10.320 -2.271 0.064
H 2.767 -0.351 2.068
H -5.140 1.635 -2.233
H 8.875 -3.297 -0.109
H 0.254 2.960 -0.036
H -5.755 -0.742 -2.222
H 5.047 0.374 2.710
H -3.743 -1.788 -1.232
H 0.437 2.021 -1.504
H 1.830 2.919 -0.861
```

Results
- Max |F|: 2.01 eV/A
- Highest occupied orbital energy: -8.26 eV
- LUMO level: 0.21 eV
- Frontier orbital gap: 8.5 eV
- Total charge: 0
- Multiplicity: 1

***

ORCA calculation (ωB97M-V with the def2-TZVPD basis set) on one molecule with the formula C19H24O3.

Geometry as XYZ:
```
46
C19H24O3 | the Open Molecules 2025 dataset | ωB97M-V with the def2-TZVPD basis set
O 0.870 1.744 -1.818
O -0.804 -2.284 -2.133
O 2.553 2.081 2.619
C -1.644 -2.196 0.076
C 2.030 4.624 0.016
C 0.156 -1.741 -3.011
C -1.433 -2.285 1.443
C 0.897 -2.694 1.113
C 1.524 3.828 -0.986
C -3.020 -1.925 -0.484
C -3.996 -3.036 -0.093
C 1.722 1.913 0.453
C 0.726 0.347 -1.668
C 2.236 2.729 1.462
C 2.392 4.091 1.245
C 0.713 -2.613 -0.255
C -0.175 -2.523 1.968
C 0.186 -0.209 -2.982
C -0.546 -2.351 -0.784
C 3.084 2.830 3.684
C 1.368 2.456 -0.771
C -3.533 -0.560 -0.021
H -4.134 -3.072 0.985
H 4.031 3.306 3.409
H 1.883 -2.891 1.507
H 2.380 3.595 4.029
H -2.939 -1.912 -1.574
H -0.163 -2.074 -4.002
H 1.560 -2.762 -0.907
H 3.261 2.117 4.488
H -0.823 0.175 -3.143
H 1.615 0.864 0.675
H -4.964 -2.865 -0.557
H 1.243 4.236 -1.943
H -0.034 -2.578 3.037
H 0.820 0.145 -3.796
H 1.701 -0.106 -1.439
H -2.269 -2.158 2.115
H -3.619 -4.002 -0.423
H -2.839 0.227 -0.309
H -4.499 -0.350 -0.475
H 2.788 4.741 2.008
H -3.650 -0.534 1.060
H 0.036 0.126 -0.843
H 2.150 5.684 -0.153
H 1.158 -2.140 -2.821
```

Results
- Max |F|: 0.59 eV/A
- Highest occupied orbital energy: -8.23 eV
- LUMO level: 0.84 eV
- Frontier orbital gap: 9.1 eV
- Total charge: 0
- Multiplicity: 1

***

ORCA calculation (ωB97M-V with the def2-TZVPD basis set) on a 4-piece molecular cluster, C19H25B3BrF18NO10S overall.

Geometry as XYZ:
```
78
C19H25B3BrF18NO10S | the Open Molecules 2025 dataset | ωB97M-V with the def2-TZVPD basis set
Br -3.556 2.922 8.667
S -6.360 -2.329 6.329
F -7.513 -2.166 7.389
F -3.424 -1.699 3.590
F -5.176 -3.533 4.295
F -5.481 -1.060 3.307
F 8.970 -0.283 -9.050
F -5.421 -1.441 7.257
F 1.565 3.420 -5.357
F -5.869 -3.641 7.084
F -1.689 -2.501 1.083
F 0.868 1.958 -3.915
F 0.052 -2.453 2.372
F 9.340 1.569 -10.115
F -1.208 -0.701 2.179
F -3.842 -2.839 5.833
F -6.890 -1.033 5.585
F 2.867 1.817 -4.716
F 8.382 -0.091 -11.122
F -7.315 -3.221 5.436
O 6.177 1.214 -10.294
O -1.150 1.405 5.068
O 1.791 0.640 -6.922
O 7.135 1.454 -8.264
O 1.613 0.220 5.123
O -0.232 1.347 -6.222
O -2.858 2.837 5.869
O -1.184 2.032 7.375
O 0.957 -0.272 0.740
O 0.165 -1.780 -0.744
N 0.073 0.032 6.764
C 4.936 0.954 -7.321
C -4.545 -1.270 4.256
C -0.691 -1.740 1.511
C -4.179 -0.013 5.013
C 0.189 -1.267 0.336
C 1.880 0.258 -0.235
C 0.619 -1.926 5.247
C -0.711 -0.937 7.569
C -1.072 -0.838 -6.910
C 8.475 0.556 -9.965
C 7.098 1.106 -9.540
C 0.823 -0.502 5.690
C 5.922 2.026 -7.726
C -0.887 0.616 -7.284
C -4.925 -2.516 5.109
C 1.201 1.252 -1.152
C 1.606 2.126 -5.016
C -3.531 1.062 4.116
C 1.086 1.257 -6.179
B -0.732 1.167 6.369
B -2.478 1.804 5.002
B -2.418 2.590 7.145
H -1.613 -0.923 -5.968
H 1.317 -2.102 4.434
H -0.112 -1.338 -6.791
H -0.989 -0.471 8.513
H 2.664 0.737 0.347
H 0.800 -2.662 6.029
H 1.934 1.694 -1.817
H 0.732 2.044 -0.566
H -3.003 0.641 3.260
H -1.636 -1.352 -7.687
H -4.272 1.771 3.744
H 2.331 -0.560 -0.795
H -0.392 -2.049 4.849
H -1.619 -1.259 7.046
H -5.050 0.423 5.499
H 5.492 2.716 -8.450
H -1.846 1.109 -7.416
H -0.115 -1.819 7.782
H 5.399 0.259 -6.620
H 4.601 0.383 -8.186
H 0.426 0.769 -1.743
H -3.491 -0.332 5.804
H 6.242 2.605 -6.862
H -0.320 0.727 -8.207
H 4.068 1.399 -6.851
```

Results
- Max |F|: 1.58 eV/A
- Highest occupied orbital energy: -10.16 eV
- LUMO level: 0.18 eV
- Frontier orbital gap: 10.3 eV
- Total charge: 0
- Multiplicity: 1

***

ORCA calculation (ωB97M-V with the def2-TZVPD basis set) on a 2-piece molecular cluster, C19H25Cl2N4O2P overall.

Geometry as XYZ:
```
53
C19H25Cl2N4O2P | the Open Molecules 2025 dataset | ωB97M-V with the def2-TZVPD basis set
Cl -0.886 -5.283 7.645
Cl -2.383 -2.577 8.532
P 2.032 0.943 3.716
O 1.858 -4.475 6.634
O -0.559 -0.272 8.120
N 2.548 0.649 9.259
N 1.508 -0.608 4.203
N 3.559 0.924 4.333
N 4.704 -2.654 7.830
C 4.114 -0.257 5.028
C -0.742 0.295 4.307
C 4.414 1.858 3.541
C -0.714 -2.647 8.213
C 1.388 -3.803 7.554
C 2.349 -1.820 4.084
C 5.883 1.777 3.930
C 0.178 -0.592 2.155
C -0.425 -2.183 3.997
C 3.894 3.254 3.882
C 4.250 1.487 2.057
C 3.544 -2.716 7.993
C -0.059 -3.820 7.920
C -0.009 -1.376 8.192
C 2.086 -0.304 8.768
C 0.124 -0.793 3.678
C 2.145 -2.739 8.227
C 1.487 -1.440 8.059
C 3.827 -1.516 4.220
H 6.011 1.983 4.996
H 1.685 -1.354 7.019
H 4.346 -2.361 4.690
H 6.321 0.806 3.677
H 0.542 0.423 1.905
H 0.859 -1.323 1.702
H -0.823 -0.719 1.725
H -0.375 1.297 4.038
H 5.197 -0.110 5.142
H 4.572 0.447 1.902
H 4.441 4.027 3.321
H 4.035 3.414 4.961
H 2.820 3.360 3.676
H -0.401 -2.387 5.078
H -1.475 -2.207 3.665
H 0.114 -2.970 3.447
H 2.164 -2.320 3.119
H -1.767 0.196 3.932
H 4.876 2.142 1.433
H -0.759 0.222 5.402
H 4.242 -1.409 3.209
H 6.432 2.550 3.373
H 3.198 1.555 1.707
H 2.048 -2.588 4.822
H 3.670 -0.341 6.036
```

Results
- Max |F|: 3.71 eV/A
- Highest occupied orbital energy: -6.89 eV
- LUMO level: -2.14 eV
- Frontier orbital gap: 4.7 eV
- Total charge: 0
- Multiplicity: 1

***

ORCA calculation (ωB97M-V with the def2-TZVPD basis set) on C19H25N2O5Tl as an isolated structure.

Geometry as XYZ:
```
52
C19H25N2O5Tl | the Open Molecules 2025 dataset | ωB97M-V with the def2-TZVPD basis set
Tl 0.270 0.039 -0.657
O 3.161 -0.859 0.502
O -0.199 2.677 0.551
O 0.081 -2.113 1.128
O 4.787 -0.803 1.995
O 0.413 4.677 1.350
N 2.320 1.679 1.219
N 0.868 -4.096 1.833
C -1.994 2.178 -2.432
C -2.648 -0.867 -0.349
C 0.663 -3.156 0.876
C -1.814 -0.415 -2.431
C 2.013 2.942 1.477
C 1.210 -3.477 -0.492
C -3.243 1.554 0.409
C 4.456 2.061 2.209
C -2.662 0.535 -0.529
C 2.879 3.839 2.092
C -2.082 -2.935 -1.770
C 3.515 1.243 1.594
C 4.134 3.384 2.457
C 3.788 -0.227 1.296
C -3.140 -1.628 0.847
C -1.240 -0.571 -3.814
C 0.622 3.379 1.061
C -2.122 -1.457 -1.513
C -2.146 0.813 -1.821
H -2.326 -2.097 1.405
H -0.951 -1.605 -4.011
H 2.571 4.857 2.272
H -3.069 -3.336 -2.025
H -0.349 0.044 -3.976
H -1.865 2.112 -3.515
H -1.418 -3.196 -2.598
H 5.149 -0.207 2.658
H -0.493 4.881 1.069
H 0.613 -2.960 -1.239
H 1.391 -4.931 1.647
H -1.745 -3.492 -0.890
H -3.674 -0.980 1.543
H -1.954 -0.290 -4.596
H -3.640 1.085 1.309
H -3.833 -2.424 0.558
H -2.517 2.303 0.727
H 0.575 -3.893 2.773
H -1.141 2.746 -2.042
H 2.237 -3.111 -0.545
H 5.447 1.705 2.463
H -2.877 2.797 -2.251
H -4.072 2.098 -0.059
H 4.847 4.046 2.930
H 1.201 -4.547 -0.697
```

Results
- Max |F|: 0.77 eV/A
- Highest occupied orbital energy: -5.73 eV
- LUMO level: -0.68 eV
- Frontier orbital gap: 5.1 eV
- Total charge: 0
- Multiplicity: 1

***

Please write out number 1 again, unchanged.
ORCA calculation (ωB97M-V with the def2-TZVPD basis set) on one molecule with the formula C19H24N4O3.

Geometry as XYZ:
```
50
C19H24N4O3 | the Open Molecules 2025 dataset | ωB97M-V with the def2-TZVPD basis set
O 2.643 -3.493 2.248
O 3.448 -1.842 -0.849
O -0.213 3.195 2.118
N 2.146 -1.010 0.792
N 2.779 -5.358 3.694
N 3.519 -5.342 1.455
N 0.493 2.153 0.248
C -0.755 4.255 0.049
C -0.895 -0.446 0.587
C 1.163 -1.111 1.885
C -1.841 1.674 -2.381
C 2.879 -1.993 0.226
C -2.345 -0.512 -3.521
C 0.174 0.009 1.570
C 1.114 1.074 0.977
C 3.016 -3.285 0.921
C 2.960 -4.785 2.585
C 3.556 -4.407 0.441
C 2.054 0.264 0.091
C -3.760 0.444 -1.667
C -2.104 2.678 -1.457
C -2.654 0.550 -2.502
C -3.214 2.545 -0.626
C -4.037 1.436 -0.736
C -0.162 3.149 0.902
C -1.211 3.893 -1.368
H 1.636 0.116 -0.911
H -4.896 1.339 -0.085
H 0.689 -2.089 1.894
H 3.964 -4.599 -0.535
H 3.038 0.717 -0.028
H 1.650 -0.961 2.852
H 1.681 1.515 1.799
H -1.735 4.761 -1.777
H -1.577 4.664 0.635
H -2.788 -1.467 -3.242
H -0.292 0.390 2.478
H -0.003 5.046 -0.014
H -3.436 3.309 0.110
H -0.457 -0.874 -0.320
H 3.855 -6.286 1.427
H 2.351 -4.732 4.366
H -1.541 0.381 0.293
H -1.270 -0.652 -3.632
H -0.344 3.744 -2.018
H 0.368 2.049 -0.745
H -0.974 1.768 -3.029
H -2.742 -0.236 -4.501
H -4.403 -0.425 -1.738
H -1.527 -1.212 1.040
```

Results
- Max |F|: 0.14 eV/A
- Highest occupied orbital energy: -8.25 eV
- LUMO level: 0.60 eV
- Frontier orbital gap: 8.9 eV
- Total charge: 0
- Multiplicity: 1

***

Which formula does entry 2 have? C19H24N8O3

***

Look up the highest occupied orbital energy of the fourth one. -10.16 eV